1.
Below is C31H30BClN10O2Pt as an isolated structure, with properties calculated with ωB97M-V with the def2-TZVPD basis set.

The geometry in ORCA input format:
```
! wB97M-V def2-TZVPD RIJCOSX def2/J DEFGRID3
* xyz 3 2
Pt -0.013 0.324 0.127
Cl -3.641 0.321 -2.213
O -4.003 -4.874 -2.066
O -4.450 -1.103 5.107
N 5.439 1.162 0.308
N 1.341 -1.024 0.897
N 2.648 -0.723 0.774
N 2.383 0.205 -1.555
N 4.607 0.319 -0.371
N 2.594 1.743 0.374
N -1.071 0.285 1.862
N -1.279 -1.226 -0.279
N 1.031 0.230 -1.617
N 1.265 1.843 0.666
C 6.645 -0.492 -0.645
C 2.492 -2.442 2.161
C -2.624 1.858 -4.133
C -2.544 1.475 -2.813
C -1.537 0.887 4.111
C -3.167 -3.229 -0.615
C -1.577 2.075 -1.913
C 5.329 -0.702 -0.934
C 2.874 0.181 -2.799
C -1.515 1.765 -0.508
C -2.147 -3.044 -1.540
C 2.215 3.831 1.017
C -1.756 2.838 -4.604
C -1.224 -2.040 -1.340
C -2.622 0.016 4.139
C 6.653 0.691 0.127
C -4.197 -4.304 -0.803
C 1.038 3.114 1.050
C -2.232 -1.425 0.667
C -3.189 -2.404 0.509
C -0.696 3.057 -2.453
C 3.363 -1.575 1.520
C 0.684 0.194 -2.912
C -2.886 -0.741 3.001
C -2.098 -0.596 1.879
C -0.786 3.440 -3.754
C 1.227 -2.053 1.745
C 1.821 0.157 -3.698
C 3.173 2.930 0.579
C -0.782 0.995 2.965
C -3.476 -0.127 5.363
B 3.138 0.398 -0.191
H -3.918 0.853 5.584
H -3.367 1.420 -4.784
H -3.702 -1.446 3.030
H -1.269 1.480 4.975
H -5.193 -3.855 -0.694
H 7.498 1.206 0.555
H -3.949 -2.542 1.267
H -2.079 -3.683 -2.409
H 7.485 -1.091 -0.950
H 4.239 3.024 0.456
H 4.439 -1.510 1.546
H -0.408 -1.887 -2.030
H 4.853 -1.502 -1.480
H -0.351 0.186 -3.212
H -2.829 -0.394 6.207
H 1.880 0.115 -4.772
H -4.077 -5.033 0.009
H 0.032 3.508 -1.790
H 0.068 3.442 1.386
H 2.368 4.856 1.307
H -4.597 -5.622 -2.192
H -2.435 1.359 -0.099
H 2.745 -3.247 2.827
H 3.938 0.188 -2.969
H -1.826 3.152 -5.638
H 0.264 -2.463 2.002
H 0.078 1.644 2.914
H -5.017 -1.217 5.877
H -1.184 2.641 0.037
H -0.136 4.208 -4.153
*
```

Values from the calculation:
**Kohn-Sham gap (spin up / spin down)**: 7.1 / 3.9 eV
**F_max**: 0.0056 hartree/bohr
**Total energy**: -2500.89224 Ha
**Highest occupied orbital energy (spin up / spin down)**: -16.0 / -16.0 eV
**ΔE to the lowest compared entry with this formula, charge and spin**: 174.82 kJ/mol

---

2.
Below is a 5-piece molecular cluster, C32H32BF32N2O7P overall in a non-equilibrium geometry, with properties calculated with ωB97M-V with the def2-TZVPD basis set.

The geometry in ORCA input format:
```
! wB97M-V def2-TZVPD RIJCOSX def2/J DEFGRID3
* xyz 0 1
P 6.003 2.248 1.825
F 3.358 -5.497 -4.156
F 1.420 -3.557 -4.110
F -5.646 -3.614 3.817
F 4.880 -4.050 -4.687
F 4.722 -8.341 1.807
F -4.497 -1.475 1.036
F 5.197 0.016 -6.220
F -5.407 1.947 0.887
F 1.372 -5.459 3.386
F 5.480 -7.554 4.398
F -4.860 3.930 -2.078
F -8.100 -2.328 3.333
F -7.464 9.295 -0.496
F -6.108 5.764 0.693
F 2.390 -3.738 -6.045
F 5.349 -1.670 -4.880
F 6.646 -2.138 -7.301
F 4.845 -6.200 2.047
F 3.994 -4.335 3.363
F -4.168 4.803 0.506
F -4.838 6.079 -1.880
F 4.880 -3.395 -7.147
F -4.732 0.868 2.649
F -3.337 0.223 0.358
F -4.612 -1.718 3.570
F -5.786 7.931 -0.610
F -6.730 -2.207 1.670
F -8.355 6.689 -0.591
F 3.587 -6.510 4.627
F 0.895 -4.240 1.652
F 2.383 -2.896 3.524
F -8.868 7.849 -2.355
O 2.827 -7.211 1.942
O -0.339 -1.331 -0.201
O 3.297 3.540 0.018
O -7.094 -0.393 2.968
O -6.807 4.976 -1.984
O 2.927 -1.335 -0.894
O 3.400 -1.242 -5.941
N 0.624 2.525 1.411
N -0.470 -0.664 2.226
C 5.496 -1.010 1.182
C -5.807 -2.270 3.888
C 2.948 -0.466 0.044
C 4.199 -7.512 3.954
C 4.462 1.466 0.998
C 3.677 -4.177 -4.091
C -1.787 3.209 1.230
C 2.598 -3.334 -4.767
C 2.438 -5.969 1.341
C 6.221 -1.753 2.010
C -6.842 0.308 1.745
C 5.292 -2.110 -7.242
C -5.485 4.969 -1.472
C 1.923 -4.873 2.293
C 2.947 -3.813 2.693
C -7.819 7.276 -1.690
C 4.333 0.032 0.753
C 3.187 2.391 0.559
C -5.379 0.706 1.469
C -7.244 6.186 -2.615
C 6.057 4.140 1.469
C 1.731 1.709 0.862
C 4.812 -1.273 -6.052
C 2.837 -1.812 -4.752
C -6.915 -1.799 2.942
C -6.848 8.390 -1.301
C 1.606 0.279 0.607
C -4.608 -0.229 0.538
C -5.444 4.777 0.047
C 7.560 1.594 0.892
C 4.151 -7.287 2.440
C -0.418 2.869 0.385
B 0.242 -0.565 0.898
H -0.569 1.976 -0.342
H 3.361 -1.479 -3.851
H -7.311 -0.185 0.888
H -0.859 0.250 2.510
H 3.198 -5.597 0.646
H 8.369 2.410 1.011
H -1.584 3.109 2.376
H 3.707 -8.450 4.226
H 1.848 -1.349 -4.679
H 1.053 3.357 1.847
H 1.592 -6.239 0.702
H -2.633 2.470 0.969
H 0.130 -1.068 2.964
H -6.495 6.578 -3.309
H -5.081 -0.287 -0.446
H -6.486 8.926 -2.184
H 6.065 4.254 0.307
H 6.919 -2.341 2.723
H -6.036 -2.002 4.923
H -0.091 3.827 -0.188
H 7.891 0.563 1.316
H -5.895 3.826 0.333
H -7.396 1.245 1.858
H -2.088 4.321 1.076
H -1.307 -1.392 0.021
H 7.252 1.529 -0.218
H 3.326 -3.277 1.818
H 4.912 -1.704 -8.184
H -8.071 5.865 -3.257
H 5.044 4.561 1.815
H 6.968 4.647 1.968
H 3.781 -3.913 -3.034
*
```

Values from the calculation:
**Kohn-Sham gap**: 6.9 eV
**SMILES string**: C#CC1=C(P(C)C)C(=O)C(NCC)=C(B(N)O)C1=O.FC(F)C(F)(F)COC(F)(F)C(F)F.FC(F)C(F)(F)COC(F)(F)C(F)F.FC(F)C(F)(F)COC(F)(F)C(F)F.FC(F)C(F)(F)COC(F)(F)C(F)F
**F_max**: 0.1288 hartree/bohr
**Total energy**: -5436.45025 Ha
**Highest occupied orbital energy**: -8.3 eV

---

3.
Below is a 3-piece molecular cluster, C3H12NO4 overall in a non-equilibrium geometry, with properties calculated with ωB97M-V with the def2-TZVPD basis set.

The geometry in ORCA input format:
```
! wB97M-V def2-TZVPD RIJCOSX def2/J DEFGRID3
* xyz 2 2
O 1.331 -0.507 -1.093
O -1.362 2.938 0.261
O -0.145 -1.329 -2.608
O 2.586 -0.436 1.732
N -0.372 0.164 0.742
C 0.202 -0.976 -1.530
C -1.347 -0.097 1.894
C -0.947 -0.625 -0.473
H 2.061 -0.611 -1.720
H -2.469 0.132 1.893
H 2.868 0.348 1.539
H -0.220 1.194 0.597
H 0.464 -0.328 1.060
H -1.554 -1.627 -0.211
H -1.105 -1.057 2.365
H -1.750 -0.060 -0.897
H 2.351 -1.054 0.840
H -1.116 0.534 2.817
H -1.562 3.219 1.142
H -2.095 3.029 -0.301
*
```

Values from the calculation:
**Kohn-Sham gap (spin up / spin down)**: 9.6 / 4.3 eV
**F_max**: 0.2273 hartree/bohr
**Total energy**: -476.36161 Ha
**Highest occupied orbital energy (spin up / spin down)**: -19.2 / -19.2 eV
**ΔE to the lowest compared entry with this formula, charge and spin**: 212.27 kJ/mol

---

4.
Below is one molecule with the formula C4H5N3O3 in a non-equilibrium geometry, with properties calculated with ωB97M-V with the def2-TZVPD basis set.

The geometry in ORCA input format:
```
! wB97M-V def2-TZVPD RIJCOSX def2/J DEFGRID3
* xyz 0 1
O 2.299 -0.716 -1.041
O -3.155 -0.526 1.397
O -3.963 -0.512 -0.631
N -1.441 1.234 0.132
N -3.141 -0.324 0.188
N 0.846 1.039 -0.407
C -1.828 0.058 -0.218
C -0.146 1.740 -0.006
C 1.458 0.235 -1.115
C 2.719 -1.540 0.065
H 3.431 -1.032 0.751
H 1.818 -1.882 0.620
H -2.150 1.939 0.371
H 3.248 -2.418 -0.390
H 0.005 2.704 0.285
*
```

Values from the calculation:
**Kohn-Sham gap (spin up / spin down)**: 7.7 / 7.7 eV
**F_max**: 0.0686 hartree/bohr
**Total energy**: -545.11349 Ha
**Highest occupied orbital energy (spin up / spin down)**: -7.9 / -7.9 eV
**ΔE to the lowest compared entry with this formula, charge and spin**: 916.29 kJ/mol

---

5.
Below is one molecule with the formula C3H3PS in a non-equilibrium geometry, with properties calculated with ωB97M-V with the def2-TZVPD basis set.

The geometry in ORCA input format:
```
! wB97M-V def2-TZVPD RIJCOSX def2/J DEFGRID3
* xyz 0 1
S 2.506 1.435 -0.029
P 1.339 -1.722 -0.056
C 0.279 -0.404 0.051
C 1.532 0.149 0.034
C -1.105 0.057 -0.080
H -1.445 0.726 -0.709
H -1.767 -0.810 -0.049
H -1.340 0.568 0.839
*
```

Values from the calculation:
**Kohn-Sham gap**: 6.9 eV
**SMILES string**: Cc1pc1=S
**F_max**: 0.1175 hartree/bohr
**Total energy**: -855.55719 Ha
**Highest occupied orbital energy**: -7.9 eV
**ΔE to the lowest compared entry with this formula, charge and spin**: 53.23 kJ/mol

---

6.
Below is one molecule with the formula C4H5N3 in a non-equilibrium geometry, with properties calculated with ωB97M-V with the def2-TZVPD basis set.

The geometry in ORCA input format:
```
! wB97M-V def2-TZVPD RIJCOSX def2/J DEFGRID3
* xyz 0 1
N -1.274 1.582 1.212
N -1.357 1.234 -0.151
N -0.375 0.899 1.925
C 0.259 0.137 1.068
C 1.009 -1.328 -0.203
C 0.256 -0.516 -1.231
C -0.346 0.395 -0.229
H -0.479 -1.090 -1.872
H -1.595 2.455 1.488
H 0.700 -2.319 0.243
H 2.185 -1.352 -0.342
H 1.017 -0.097 -1.909
*
```

Values from the calculation:
**Kohn-Sham gap**: 9.6 eV
**F_max**: 0.0870 hartree/bohr
**Total energy**: -319.51092 Ha
**Highest occupied orbital energy**: -9.4 eV
**ΔE to the lowest compared entry with this formula, charge and spin**: 528.48 kJ/mol

---

7.
Below is one molecule with the formula C7H7F in a non-equilibrium geometry, with properties calculated with ωB97M-V with the def2-TZVPD basis set.

The geometry in ORCA input format:
```
! wB97M-V def2-TZVPD RIJCOSX def2/J DEFGRID3
* xyz 0 1
F -2.141 -2.079 1.823
C 0.468 -0.582 -0.139
C -1.175 -1.320 1.287
C -1.452 0.055 0.775
C 0.080 1.877 -0.653
C 0.011 -1.764 0.689
C -0.459 0.525 -0.083
C 1.650 -0.639 -0.774
H -2.242 0.776 1.271
H 0.391 -2.750 0.309
H 0.762 2.400 0.124
H -0.731 2.571 -0.613
H 2.242 -1.563 -1.104
H 0.601 2.083 -1.756
H 1.995 0.409 -1.157
*
```

Values from the calculation:
**Kohn-Sham gap**: 8.3 eV
**SMILES string**: C=C1C=C(F)C=C1C
**F_max**: 0.0740 hartree/bohr
**Total energy**: -370.66537 Ha
**Highest occupied orbital energy**: -8.6 eV
**ΔE to the lowest compared entry with this formula, charge and spin**: 307.18 kJ/mol

---

8.
Below is an isolated ion of composition C3H5N2S and charge +1 in a non-equilibrium geometry, with properties calculated with ωB97M-V with the def2-TZVPD basis set.

The geometry in ORCA input format:
```
! wB97M-V def2-TZVPD RIJCOSX def2/J DEFGRID3
* xyz 1 1
S -0.111 1.362 -1.875
N -0.139 -1.125 0.221
N 0.316 -1.810 1.198
C -0.956 1.090 -0.400
C -0.850 -0.046 0.403
C 1.497 1.515 -1.649
H -1.791 1.624 -0.149
H -1.336 0.102 1.357
H 0.182 -1.370 2.105
H 0.869 -2.689 1.131
H 2.319 1.346 -2.343
*
```

Values from the calculation:
**Kohn-Sham gap (spin up / spin down)**: 8.1 / 5.7 eV
**F_max**: 0.0637 hartree/bohr
**Total energy**: -624.52278 Ha
**Highest occupied orbital energy (spin up / spin down)**: -14.3 / -12.6 eV
**ΔE to the lowest compared entry with this formula, charge and spin**: 591.86 kJ/mol